Entry 1:
DFT (ωB97M-V/def2-TZVPD) results for C14H17AsAuBN4O6S3 as an isolated structure.

As for the HOMO energy: -9.45 eV. The HOMO-LUMO gap comes out at 7.7 eV. The value obtained for the total energy is -130753.4811 eV. Its molar mass is 716.214 g mol⁻¹.

```
47
Properties=species:S:1:pos:R:3:lowdin_charge:R:1
Au 0.12 0.14 0.44 0.808
C 3.91 -0.42 0.18 -0.006
N 3.33 -1.64 0.72 -0.111
C 3.68 -2.92 0.38 -0.019
C 2.87 -3.75 1.09 -0.039
N 2.03 -2.98 1.85 0.000
B 1.03 -3.67 2.86 -0.409
N -0.21 -2.79 3.18 -0.017
C -0.67 -2.66 4.47 -0.043
C -1.82 -1.93 4.44 -0.023
N -2.04 -1.61 3.13 -0.099
C -3.22 -0.91 2.63 0.002
C -1.06 -2.14 2.37 -0.679
S -0.92 -1.94 0.65 0.708
C 2.32 -1.70 1.62 -0.645
S 1.51 -0.26 2.19 0.730
H 4.62 -0.70 -0.59 0.096
H 4.42 0.13 0.97 0.100
H 3.14 0.22 -0.24 0.064
H 4.47 -3.13 -0.32 0.128
H 2.81 -4.82 1.11 0.128
H 1.60 -3.84 3.91 0.079
H 0.70 -4.70 2.33 0.080
H -0.15 -3.10 5.29 0.123
H -2.48 -1.62 5.22 0.128
H -3.53 -0.19 3.39 0.095
H -4.02 -1.62 2.43 0.110
H -2.98 -0.39 1.70 0.031
O 1.16 4.38 1.01 -0.251
As 0.24 3.28 -0.02 0.913
O 0.10 3.92 -1.50 -0.423
O 1.19 1.81 0.14 -0.629
C -1.31 3.05 1.12 -0.243
C -1.26 3.66 2.37 -0.078
C -2.36 3.64 3.21 -0.066
C -3.54 3.02 2.80 -0.071
C -3.59 2.39 1.57 -0.073
C -2.48 2.38 0.73 -0.270
S -2.59 1.37 -0.74 0.477
O -3.05 2.16 -1.83 -0.246
O -3.37 0.22 -0.34 -0.331
O -1.13 0.99 -0.96 -0.517
H 1.73 4.89 0.43 0.050
H -0.36 4.17 2.68 0.098
H -2.31 4.11 4.18 0.108
H -4.41 3.03 3.44 0.109
H -4.48 1.87 1.25 0.122
```


Entry 2:
DFT (ωB97M-V/def2-TZVPD) results for a 11-piece molecular cluster, C6H30O11 overall.

As for the HOMO energy: -8.58 eV. The HOMO-LUMO gap comes out at 8.5 eV. The value obtained for the total energy is -29229.2637 eV. Its molar mass is 278.295 g mol⁻¹. As for the SMILES: C=C(C)/C=C/CO.O.O.O.O.O.O.O.O.O.O. The value obtained for the energy relative to the best compared isomer or geometry (same formula, charge and spin) is 73.5 kcal per mole.

```
47
Properties=species:S:1:pos:R:3:lowdin_charge:R:1
C -0.04 -1.53 3.10 -0.005
C -0.27 -0.49 2.30 -0.346
C -0.61 0.85 2.93 -0.021
C -0.03 -0.69 0.85 -0.065
C -0.06 0.31 -0.03 -0.078
C 0.29 0.03 -1.44 -0.228
O -0.60 0.84 -2.25 -0.099
H -0.33 -1.52 4.16 0.074
H 0.47 -2.48 2.94 0.071
H -1.67 0.80 3.20 0.078
H -0.49 1.64 2.18 0.064
H 0.02 1.06 3.78 0.085
H 0.30 -1.69 0.60 0.083
H -0.44 1.27 0.28 0.097
H 0.26 -1.00 -1.82 0.109
H 1.27 0.41 -1.73 0.067
H -1.19 1.31 -1.65 0.043
O -4.02 0.55 1.27 -0.055
H -3.83 0.04 2.06 0.025
H -4.26 -0.13 0.63 0.028
O 1.36 -3.20 -0.95 -0.041
H 1.08 -3.69 -1.73 0.051
H 0.63 -3.24 -0.32 0.018
O -2.87 -2.08 1.52 -0.059
H -3.63 -2.60 1.81 0.052
H -2.30 -2.61 0.96 0.023
O 1.91 2.65 0.20 -0.063
H 1.94 2.05 -0.56 -0.017
H 2.73 3.15 0.19 0.032
O 3.15 -0.84 2.93 -0.057
H 3.00 -0.64 2.01 0.029
H 2.30 -1.09 3.29 -0.006
O 1.25 1.61 -3.89 -0.049
H 0.59 1.27 -4.49 0.054
H 0.89 2.40 -3.50 0.046
O -2.54 2.82 -0.47 -0.055
H -2.41 3.45 0.25 0.051
H -3.07 2.16 0.01 0.012
O 3.44 -0.78 -2.57 -0.037
H 2.82 -1.41 -2.20 0.024
H 3.17 -0.39 -3.40 0.042
O -2.29 -1.66 -0.99 -0.051
H -2.33 -0.75 -1.32 0.043
H -2.97 -1.98 -1.61 0.065
O 3.40 2.12 -1.95 -0.056
H 3.13 1.18 -1.97 -0.003
H 2.86 2.50 -2.65 0.027
```


Entry 3:
DFT (ωB97M-V/def2-TZVPD) results for a single C4H3N molecule.

As for the HOMO energy (alpha / beta): -6.21 / -10.13 eV. The HOMO-LUMO gap (alpha / beta) comes out at 7.0 / 7.8 eV. The expectation value of S² is 2.0108. The value obtained for the total energy is -5678.3165 eV. Its molar mass is 65.075 g mol⁻¹. Its multiplicity is 3. The value obtained for the energy relative to the best compared isomer or geometry (same formula, charge and spin) is 39.8 kcal per mole.

```
8
Properties=species:S:1:pos:R:3:lowdin_charge:R:1
C -0.24 -1.38 -0.45 -0.130
C -0.63 -0.02 -0.16 -0.139
C 0.53 -1.25 0.63 0.181
C 0.54 0.54 0.37 -0.307
N 1.20 1.60 0.54 0.132
H -0.70 -2.14 -1.05 0.089
H -1.62 0.27 0.16 0.113
H 0.92 2.38 -0.04 0.061
```